{"formula": "C5H8O", "method": "ωB97M-V/def2-TZVPD", "total_charge": 0, "gap_ev": 10.451, "homo_energy_ev": -9.4, "lumo_energy_ha": 0.0388, "symbols": ["O", "C", "C", "C", "C", "C", "H", "H", "H", "H", "H", "H", "H", "H"], "positions_angstrom": [[0.1529, 0.7624, 1.1988], [0.3279, -0.1315, 0.0372], [-0.8388, -1.0045, 0.6458], [-1.2013, 0.4858, 0.7191], [1.7550, -0.1820, -0.4645], [-0.7295, 0.6883, -0.7221], [-1.4322, -1.6503, -0.0096], [2.4238, -0.9119, -0.0055], [-1.2819, 0.1981, -1.5306], [1.7903, -0.2867, -1.5545], [-0.3907, 1.6945, -0.9781], [2.1396, 0.8188, -0.2283], [-0.6822, -1.4442, 1.6356], [-2.0121, 0.9842, 1.2503]], "forces_ev_per_angstrom": [[0.0, 0.4, 0.1], [0.4, 0.1, -0.3], [0.0, -0.2, 0.0], [-0.5, 0.2, 0.2], [0.0, -0.1, 0.1], [-0.1, 0.2, -0.1], [0.2, 0.1, 0.0], [-0.2, -0.1, 0.1], [0.1, 0.0, 0.2], [-0.1, -0.2, 0.2], [-0.1, -0.1, 0.1], [0.0, -0.2, -0.1], [0.3, 0.0, -0.3], [0.0, -0.2, -0.1]]}


{"formula": "C5H8O2", "method": "ωB97M-V/def2-TZVPD", "total_charge": 0, "gap_ev": 10.171, "homo_energy_ev": -9.8, "lumo_energy_ha": 0.0152, "symbols": ["O", "O", "C", "C", "C", "C", "C", "H", "H", "H", "H", "H", "H", "H", "H"], "positions_angstrom": [[3.0469, 0.4073, 0.2116], [-1.6306, 1.2157, 0.5351], [-0.0931, -0.5530, -0.1402], [-1.4822, -0.0476, 0.1783], [1.8615, 0.2259, 0.1552], [0.8086, 0.4245, -0.9292], [0.8505, -0.4269, 1.0954], [-2.0959, -0.1523, -1.1314], [0.3932, 1.4387, -0.8739], [-2.1310, 0.6965, -0.6667], [-0.1138, -1.5661, -0.5524], [-2.1345, -0.8085, 0.6471], [0.4664, 0.3058, 1.8152], [1.0894, 0.1772, -1.9558], [1.1646, -1.3373, 1.6118]], "forces_ev_per_angstrom": [[-0.6, -0.1, 0.0], [0.0, 0.1, 0.2], [-0.1, 0.0, 0.0], [0.0, -0.3, 0.0], [0.5, 0.2, 0.0], [0.1, 0.0, -0.2], [0.1, -0.1, 0.2], [0.0, 0.0, 0.1], [0.1, -0.1, 0.0], [-0.1, 0.0, -0.2], [0.0, 0.1, 0.1], [0.1, 0.1, -0.1], [0.1, -0.1, -0.1], [0.0, 0.0, 0.2], [-0.1, 0.1, -0.1]]}


{"formula": "C5H8O2", "method": "ωB97M-V/def2-TZVPD", "smiles": "C[C@@]1(O)CCC1=O", "total_charge": 0, "gap_ev": 10.286, "homo_energy_ev": -9.5, "lumo_energy_ha": 0.0289, "symbols": ["O", "O", "C", "C", "C", "C", "C", "H", "H", "H", "H", "H", "H", "H", "H"], "positions_angstrom": [[-0.7700, 1.6075, -0.3032], [0.6981, -0.6781, -2.1415], [1.7223, -0.1116, 0.0915], [0.5367, -0.0032, 1.0837], [-1.7652, -0.5163, -0.1315], [0.6794, -0.2523, -1.0196], [-0.4588, 0.2400, -0.0903], [-1.6289, -1.5766, 0.1008], [0.3460, -0.9540, 1.5899], [-2.4652, -0.0778, 0.5870], [-2.1958, -0.4276, -1.1326], [0.0077, 2.0652, -0.6485], [2.4279, -0.9381, 0.2038], [0.5787, 0.7993, 1.8215], [2.2871, 0.8237, -0.0110]], "forces_ev_per_angstrom": [[0.2, 0.2, -0.1], [0.0, 0.2, 0.5], [0.1, -0.1, 0.0], [-0.1, 0.0, 0.2], [0.0, 0.0, 0.0], [0.1, -0.1, -0.5], [-0.2, -0.3, 0.0], [0.0, 0.2, 0.0], [0.0, 0.1, -0.1], [0.1, -0.1, -0.1], [0.0, 0.0, 0.1], [-0.2, 0.0, 0.1], [-0.1, 0.1, 0.0], [0.0, -0.1, -0.1], [-0.1, -0.1, 0.0]]}


{"formula": "C5H8O2", "method": "ωB97M-V/def2-TZVPD", "total_charge": 0, "gap_ev": 9.827, "homo_energy_ev": -9.5, "lumo_energy_ha": 0.0116, "symbols": ["O", "O", "C", "C", "C", "C", "C", "H", "H", "H", "H", "H", "H", "H", "H"], "positions_angstrom": [[3.0545, 0.9658, 0.4017], [-1.8693, 1.2577, 0.1399], [-1.4935, -0.1037, 0.0353], [-0.0052, -0.0019, 0.1448], [0.8409, 0.1166, 1.1856], [1.9314, 0.5571, 0.2814], [0.9839, 0.3702, -0.9361], [0.0344, -2.1682, -0.4240], [-1.9260, -0.7239, 0.8358], [-2.8000, 1.3489, -0.0827], [0.7284, -0.0299, 2.2537], [0.3419, -1.9316, 0.2135], [1.2837, -0.4002, -1.6614], [0.6983, 1.2845, -1.4587], [-1.8034, -0.5413, -0.9289]], "forces_ev_per_angstrom": [[-0.3, -0.2, 0.0], [-0.5, 0.2, 0.0], [0.2, -0.3, 0.1], [0.0, 0.6, 0.3], [-0.1, 0.2, 0.0], [0.4, 0.2, 0.1], [0.0, 0.2, -0.1], [0.1, -0.7, 0.0], [0.1, 0.2, -0.1], [-0.1, 0.0, 0.0], [0.1, 0.1, -0.1], [-0.1, -0.8, -0.4], [-0.2, 0.1, 0.3], [0.2, 0.0, -0.1], [0.2, 0.1, 0.2]]}


{"formula": "C5H8O2", "method": "ωB97M-V/def2-TZVPD", "smiles": "O=C1CC(CO)C1", "total_charge": 0, "gap_ev": 10.031, "homo_energy_ev": -9.4, "lumo_energy_ha": 0.0241, "symbols": ["O", "O", "C", "C", "C", "C", "C", "H", "H", "H", "H", "H", "H", "H", "H"], "positions_angstrom": [[1.9526, -0.0929, 0.2327], [-2.2415, -1.9906, 0.6510], [-1.4099, -1.1688, 0.3723], [-0.8275, 0.0367, 1.1061], [-0.2841, 0.5251, -0.2639], [1.1692, 0.9566, -0.3022], [-0.6199, -0.8536, -0.8958], [1.4606, 1.1774, -1.3408], [-0.0163, -0.2682, 1.7767], [2.8776, 0.1783, 0.2248], [-1.1772, -0.8797, -1.8366], [-0.9082, 1.3214, -0.6836], [-1.5366, 0.6694, 1.6471], [0.2683, -1.4908, -0.9722], [1.2930, 1.8798, 0.2844]], "forces_ev_per_angstrom": [[0.4, 0.0, 0.1], [0.4, 0.4, -0.1], [-0.3, -0.3, 0.1], [-0.1, 0.0, 0.1], [0.1, 0.1, -0.1], [-0.3, 0.3, -0.2], [0.0, -0.1, -0.1], [0.0, -0.1, 0.1], [-0.1, 0.0, -0.1], [-0.1, -0.1, 0.0], [0.1, 0.0, 0.1], [0.1, -0.1, 0.1], [0.1, -0.1, -0.1], [-0.1, 0.1, 0.0], [0.0, -0.1, -0.1]]}


{"formula": "C5H8O2", "method": "ωB97M-V/def2-TZVPD", "smiles": "C/C=C\\O.C=C=O", "total_charge": 0, "gap_ev": 8.836, "homo_energy_ev": -8.2, "lumo_energy_ha": 0.0223, "symbols": ["O", "O", "C", "C", "C", "C", "C", "H", "H", "H", "H", "H", "H", "H", "H"], "positions_angstrom": [[1.5265, 1.0028, 0.5703], [0.3719, -3.8689, 0.0473], [-0.5176, 0.4972, -1.4696], [-0.6812, 0.9909, -0.0833], [-0.1037, -1.6000, 0.7869], [0.2933, 1.5892, 0.5483], [0.1176, -2.7334, 0.2010], [0.8095, -1.0238, 0.8621], [-0.9236, -1.7549, 1.4855], [2.0789, 1.5780, 1.0815], [-1.6149, 1.4397, 0.1307], [-0.2936, 1.4801, -1.9039], [0.3519, -0.1436, -1.6329], [0.0662, 2.4074, 1.2159], [-1.4812, 0.1393, -1.8399]], "forces_ev_per_angstrom": [[0.4, 0.6, -0.6], [-0.4, 1.1, -1.4], [0.0, 0.2, -0.2], [-0.4, 1.2, -0.8], [0.1, -0.2, 0.0], [-0.1, -0.8, 1.8], [0.8, -3.0, 1.4], [-0.5, 0.7, 0.2], [0.1, 0.9, 0.0], [0.9, 0.3, 0.3], [-1.1, 0.3, 0.0], [-0.2, -0.6, -1.0], [-0.5, -0.2, -0.1], [0.4, -0.1, 0.6], [0.5, -0.4, -0.3]]}


{"formula": "C5H8O2", "method": "ωB97M-V/def2-TZVPD", "total_charge": 0, "gap_ev": 9.381, "homo_energy_ev": -8.7, "lumo_energy_ha": 0.0253, "symbols": ["O", "O", "C", "C", "C", "C", "C", "H", "H", "H", "H", "H", "H", "H", "H"], "positions_angstrom": [[0.1738, 0.1982, -2.2490], [-0.2793, -0.1785, 1.2100], [-0.5011, 0.2998, -0.1073], [0.0701, -0.5864, -1.1924], [-2.0167, 0.2875, -0.3085], [0.9973, -0.2372, 1.6745], [2.1231, -0.4283, 0.9923], [-2.2820, 0.7500, -1.2623], [-2.4956, 0.8353, 0.5063], [2.1434, -0.6320, -0.0727], [0.4850, -0.3393, -2.9921], [1.0063, -0.1105, 2.7549], [-2.3850, -0.7430, -0.2965], [3.0663, -0.4411, 1.5276], [-0.1057, 1.3255, -0.1850]], "forces_ev_per_angstrom": [[0.1, -0.3, 0.1], [0.0, 0.0, 0.0], [0.0, 0.0, -0.1], [-0.1, 0.3, -0.1], [-0.1, 0.0, -0.1], [0.2, 0.0, 0.1], [-0.1, 0.0, 0.0], [0.0, 0.0, 0.1], [0.1, 0.0, -0.1], [0.0, 0.1, 0.1], [-0.1, 0.1, 0.1], [0.0, -0.1, -0.1], [0.0, 0.1, 0.0], [-0.2, 0.0, 0.0], [0.0, -0.1, 0.0]]}


{"formula": "C5H8O2", "method": "ωB97M-V/def2-TZVPD", "smiles": "C[C@@]1(O)C[C@H]2O[C@H]21", "total_charge": 0, "gap_ev": 10.753, "homo_energy_ev": -9.8, "lumo_energy_ha": 0.0338, "symbols": ["O", "O", "C", "C", "C", "C", "C", "H", "H", "H", "H", "H", "H", "H", "H"], "positions_angstrom": [[-0.1703, -1.7749, -0.5663], [0.7959, 1.6591, 0.1264], [0.8683, -1.4191, 0.3438], [0.1815, -0.4289, 1.3005], [-0.0387, 0.5164, 0.0565], [-1.3747, 0.9221, -0.5352], [0.5483, -0.5745, -0.8170], [1.6543, -2.1479, 0.5280], [-2.1797, 0.2513, -0.2320], [-1.6300, 1.9653, -0.3451], [-0.7107, -0.8584, 1.7666], [0.8069, -0.3814, -1.8577], [-1.2432, 0.8107, -1.6217], [0.8204, 0.0334, 2.0593], [1.6714, 1.4266, -0.2062]], "forces_ev_per_angstrom": [[-0.2, -0.1, 0.0], [0.2, 0.0, -0.2], [0.2, -0.2, 0.2], [0.0, 0.0, 0.1], [-0.3, -0.1, -0.2], [-0.2, 0.0, 0.0], [0.1, 0.2, -0.3], [-0.2, 0.2, -0.1], [0.0, 0.1, 0.0], [0.0, -0.1, 0.2], [0.1, 0.1, -0.1], [0.7, -0.3, 0.2], [-0.3, 0.2, 0.2], [-0.1, 0.0, -0.2], [0.0, 0.0, 0.1]]}